Record 1
Below is a structure of composition C21H29ClN4O6PS5SbTa at a distorted geometry, with properties calculated with wB97M-V/def2-TZVPD.

Geometry as ORCA input:
```
! wB97M-V def2-TZVPD RIJCOSX def2/J DEFGRID3
* xyz 1 1
Ta -0.8912 2.0464 0.8639
C -5.9403 -1.3112 1.9758
C -5.0184 -0.9556 3.0920
O -4.5338 0.4284 2.8688
P -3.0257 0.7829 3.0273
S -2.7635 2.6781 2.3312
S -1.8238 -0.3672 1.9479
O -2.7518 0.6845 4.5734
C -1.4625 0.6325 5.2438
C -0.8594 2.0035 5.4536
H -6.3342 -2.3018 2.1476
H -5.4182 -1.2839 1.0029
H -6.7945 -0.6159 1.9635
H -4.1286 -1.6144 3.1059
H -5.4733 -0.9408 4.0682
H -0.7798 0.0232 4.6160
H -1.6707 0.1391 6.1994
H -0.8406 2.5666 4.5084
H 0.1835 1.8695 5.7620
H -1.3789 2.5977 6.2229
O 5.1216 1.5478 2.7772
C 5.2628 1.5107 1.4654
O 6.3398 1.4085 0.9360
C 4.0286 1.5384 0.6015
C 4.0683 1.6096 -0.7719
Cl 5.3388 1.8731 -1.8341
N 2.7929 1.5263 -1.2167
N 1.9251 1.4260 -0.2106
C 2.6575 1.4623 0.8795
C 1.9083 1.4924 2.1664
O 2.4445 1.5260 3.2517
O 0.6172 1.4205 1.9511
C 2.3037 1.4984 -2.5552
C 2.8819 0.6395 -3.4776
C 2.3135 0.5964 -4.7484
C 1.2176 1.3691 -5.0935
C 0.6770 2.2148 -4.1441
C 1.2221 2.3005 -2.8635
H 4.1768 1.5473 3.0284
H 3.7052 -0.0309 -3.2218
H 2.7870 -0.0300 -5.5051
H 0.7535 1.2779 -6.0897
H -0.2077 2.8193 -4.3693
H 0.7882 2.9605 -2.1304
S -3.9695 4.6364 -0.9964
Sb -2.1136 3.8589 -1.7881
S -0.4617 4.1336 0.4181
S -1.9493 1.4298 -1.0941
C 1.8052 -2.9125 -1.8742
C 1.2989 -1.6357 -1.1391
N -0.1633 -1.5984 -1.0179
C -0.7245 -1.5004 -2.3429
C -0.2218 -2.7182 -3.2098
N 0.5669 -3.6527 -2.3059
C -0.2604 -4.0388 -1.1202
C -0.6510 -2.7742 -0.3286
H 2.4104 -3.5753 -1.2589
H 2.3829 -2.6567 -2.7660
H 1.5816 -0.7654 -1.7210
H 1.7619 -1.5414 -0.1576
H -0.4453 -0.5630 -2.8117
H -1.8135 -1.5184 -2.2592
H 0.4557 -2.4445 -4.0130
H -0.9895 -3.3193 -3.6607
H 0.8121 -4.4991 -2.8128
H 0.3784 -4.7348 -0.5668
H -1.1410 -4.6090 -1.4515
H -0.2233 -2.7948 0.6886
H -1.7452 -2.7724 -0.2098
*
```

Output
HOMO level	-10.521	eV
ΔE to the lowest compared entry with this formula, charge and spin	0.0	kJ/mol

---

Record 2
Below is a structure of composition C21H29F5N3O3PPd at a distorted geometry, with properties calculated with wB97M-V/def2-TZVPD.

Geometry as ORCA input:
```
! wB97M-V def2-TZVPD RIJCOSX def2/J DEFGRID3
* xyz 2 1
C 1.0515 4.6430 0.1984
C 2.3225 4.1464 0.9545
N 2.0580 2.9161 1.7654
C 1.5432 1.8761 0.9237
N 2.2950 1.4320 -0.0423
C 1.6379 0.4131 -0.7301
C 2.3160 -0.1952 -1.7555
C 1.7495 -1.2957 -2.5617
C 2.6214 -1.8432 -3.6535
C 3.3099 -3.1845 -3.1663
C 0.4164 -1.8022 -2.3129
P -0.3437 -3.1991 -3.2541
O -0.3802 -4.3237 -2.3209
O -1.8566 -2.8989 -3.7677
O 0.4990 -3.6556 -4.5516
C -0.3103 -1.1840 -1.2915
C -1.7275 -1.5976 -0.9614
C -2.8085 -0.4786 -1.2338
C -4.1162 -1.0500 -1.9059
C -2.3214 0.7126 -2.1168
C 0.2926 -0.0697 -0.4610
N -0.4530 0.4272 0.4936
C 0.1704 1.4081 1.2298
C -0.5896 1.9979 2.3600
C -0.2760 1.1445 3.6524
C -0.8333 -0.3034 3.5917
C -0.4014 -1.2121 4.7679
F 0.7988 -1.7890 4.4362
F -1.3139 -2.2102 4.8529
C -0.1981 -0.4913 6.1310
F 0.9709 0.1769 6.1632
F -0.0930 -1.4465 7.0780
F -1.2269 0.2948 6.4744
H 0.1619 4.4127 0.8261
H 0.9482 4.2026 -0.8102
H 1.1181 5.7340 0.0412
H 2.6321 4.9674 1.6237
H 3.1395 3.9898 0.2215
H 2.9817 2.5958 2.0688
H 3.3267 0.1633 -1.9937
H 3.4443 -1.1159 -3.7996
H 2.1151 -1.9272 -4.6260
H 3.6287 -3.8005 -4.0181
H 4.2332 -2.8776 -2.6372
H 2.7027 -3.7392 -2.4339
H -2.1443 -2.0040 -3.5232
H 0.0874 -3.2408 -5.3337
H -1.7387 -1.7880 0.1337
H -2.0224 -2.5406 -1.4433
H -3.1436 -0.0565 -0.2673
H -4.9682 -0.4074 -1.6262
H -4.2794 -2.0874 -1.5746
H -3.9601 -0.9871 -3.0023
H -3.1731 1.2933 -2.5196
H -1.7791 1.4231 -1.4580
H -1.7201 0.3925 -2.9881
H -1.7016 1.9710 2.1314
H -0.2892 3.0469 2.5515
H 0.8116 1.0895 3.8451
H -0.7630 1.6510 4.5013
H -1.9425 -0.3009 3.5948
H -0.5552 -0.8427 2.6661
Pd -1.9541 3.4249 0.8639
*
```

Output
HOMO level	-15.541	eV
ΔE to the lowest compared entry with this formula, charge and spin	0.0	kJ/mol

---

Record 3
Below is a structure of composition C21H29Ge2N4NiO7P2, with properties calculated with wB97M-V/def2-TZVPD.

Geometry as ORCA input:
```
! wB97M-V def2-TZVPD RIJCOSX def2/J DEFGRID3
* xyz 0 4
Ni 0.1125 0.3766 0.0633
N 2.6979 -2.9795 1.1164
C 1.4095 -2.4628 0.4887
C 0.7579 -3.6473 -0.2133
P 2.1468 -1.2804 -0.7791
O 0.8837 -1.1714 -1.8012
O 3.3085 -2.0329 -1.3062
O 2.2804 0.0911 -0.1733
P 0.2900 -1.7853 1.8400
O 1.0407 -2.5190 3.0746
O -1.0685 -2.3277 1.5992
O 0.5053 -0.2945 1.9438
H 2.5535 -3.9188 1.4884
H 2.9957 -2.3856 1.8924
H 3.4122 -2.9816 0.3579
H 1.4035 -4.0340 -1.0037
H -0.1825 -3.3261 -0.6504
H 0.5292 -4.4366 0.5065
H 1.1391 -0.7132 -2.6139
H 0.7418 -2.2184 3.9403
N 2.0479 3.0098 0.3883
C 0.7234 3.2328 0.2903
O -0.0566 2.2550 -0.0248
C 0.1853 4.5066 0.5052
C 1.0502 5.5774 0.8425
N 1.8137 6.3844 1.1521
C -1.2128 4.6977 0.3805
N -2.3506 4.8531 0.2823
H 2.4078 2.0722 0.2887
H 2.6469 3.7502 0.7134
C -5.5744 -1.8042 -0.6971
Ge -3.7477 -2.3032 -0.2815
C -2.8036 -3.0865 -1.8059
C -3.7409 -3.4816 1.2620
Ge -2.2424 -0.1098 0.0595
C -3.2077 0.7079 -1.5016
C -3.6197 0.1860 -2.7199
C -4.1555 1.0252 -3.6897
C -4.2806 2.3850 -3.4447
C -3.8580 2.9106 -2.2350
C -3.3267 2.0766 -1.2577
C -3.1094 0.5353 1.6935
C -4.2405 -0.0031 2.3058
C -4.7776 0.5704 3.4487
C -4.1963 1.7073 3.9919
C -3.0727 2.2554 3.3957
C -2.5216 1.6630 2.2675
H -6.0282 -2.6907 -1.1484
H -5.6422 -0.9740 -1.3913
H -6.1227 -1.5582 0.2095
H -2.3904 -4.0429 -1.4871
H -1.9945 -2.4673 -2.1896
H -3.5222 -3.2516 -2.6087
H -3.1359 -4.3562 1.0311
H -4.7717 -3.7838 1.4519
H -3.3249 -3.0024 2.1414
H -3.5142 -0.8668 -2.9473
H -4.4722 0.6132 -4.6393
H -4.7025 3.0355 -4.1991
H -3.9301 3.9694 -2.0235
H -2.9988 2.5309 -0.3307
H -4.7297 -0.8801 1.9041
H -5.6569 0.1364 3.9074
H -4.6220 2.1660 4.8748
H -2.6182 3.1489 3.8023
H -1.6365 2.1087 1.8257
*
```

Output
HOMO level (spin up / spin down)	-7.585 / -7.577	eV
ΔE to the lowest compared entry with this formula, charge and spin	214.6	kJ/mol

---

Record 4
Below is the ion C21H29N2O3 with charge +1, with properties calculated with wB97M-V/def2-TZVPD.

Geometry as ORCA input:
```
! wB97M-V def2-TZVPD RIJCOSX def2/J DEFGRID3
* xyz 1 1
O -3.6533 2.4331 2.0150
C -2.8120 1.5530 2.7339
C -2.3797 0.4683 1.7407
N -2.0460 1.1049 0.4470
C -2.1903 0.1890 -0.7053
C -1.8980 0.9235 -2.0094
N -0.5497 1.4518 -1.9725
C -0.0956 1.9984 -3.2386
C 0.1428 0.9589 -4.3432
O 0.6013 1.7132 -5.4367
C 1.1722 -0.1277 -3.9650
O 0.6173 -1.0946 -3.1031
C 0.9151 -1.1412 -1.7802
C 1.7792 -0.3007 -1.0871
C 1.9582 -0.4600 0.2764
C 1.2874 -1.4480 0.9946
C 1.4612 -1.5809 2.4484
C 2.7072 -1.3789 3.0387
C 2.8673 -1.5010 4.4062
C 1.7856 -1.8203 5.2102
C 0.5424 -2.0258 4.6360
C 0.3820 -1.9096 3.2677
C 0.4406 -2.3030 0.2874
C 0.2590 -2.1543 -1.0711
C -0.4444 2.4116 -0.8923
C -0.6937 1.7045 0.4350
H -4.1296 3.0096 2.6207
H -3.3379 1.0828 3.5699
H -1.9439 2.0929 3.1341
H -1.5234 -0.0947 2.1139
H -3.2172 -0.2120 1.5751
H -2.7361 1.8706 0.3544
H -3.2054 -0.2104 -0.7222
H -1.4724 -0.6280 -0.5842
H -1.9765 0.2052 -2.8247
H -2.6491 1.7192 -2.1739
H -0.7983 2.7442 -3.6418
H 0.8573 2.5037 -3.0705
H -0.8003 0.4507 -4.5990
H 0.7173 1.1455 -6.2070
H 2.0754 0.3338 -3.5628
H 1.4463 -0.6669 -4.8805
H 2.3199 0.4856 -1.5872
H 2.6276 0.2106 0.7951
H 3.5613 -1.1560 2.4172
H 3.8417 -1.3535 4.8463
H 1.9119 -1.9172 6.2773
H -0.3042 -2.2828 5.2554
H -0.5931 -2.0831 2.8307
H -0.0568 -3.1105 0.8030
H -0.3780 -2.8294 -1.6213
H 0.5653 2.8233 -0.8785
H -1.1537 3.2520 -1.0113
H -0.6039 2.4120 1.2590
H 0.0366 0.8992 0.5561
*
```

Output
HOMO level	-10.700	eV
SMILES string	OCC[NH+]1CCN(C[C@@H](O)COc2ccc(-c3ccccc3)cc2)CC1
ΔE to the lowest compared entry with this formula, charge and spin	0.0	kJ/mol

---

Record 5
Below is an isolated molecule of C21H29N3O3S2, with properties calculated with wB97M-V/def2-TZVPD.

Geometry as ORCA input:
```
! wB97M-V def2-TZVPD RIJCOSX def2/J DEFGRID3
* xyz 0 1
C -5.3268 -1.0496 -0.2655
S -4.5864 0.4647 -0.9476
C -3.4336 0.9306 0.3224
C -3.1835 2.2852 0.5013
C -2.2614 2.6968 1.4422
C -1.5825 1.7694 2.2250
C -0.5895 2.2200 3.2549
C 0.7275 2.7165 2.6442
N 1.4722 1.7050 1.9363
S 1.7338 1.8610 0.3194
O 2.8685 1.0362 0.0026
O 1.8081 3.2656 0.0223
C 0.3694 1.1537 -0.5515
C -0.5282 1.7134 -1.4236
C -0.7081 3.1278 -1.8301
N -1.2744 0.6916 -1.9317
C -0.8701 -0.5078 -1.4105
C -1.5115 -1.7887 -1.8089
C 0.1695 -0.2520 -0.5518
C 0.9835 -1.1221 0.3305
O 0.8616 -1.0607 1.5524
N 1.8556 -1.9585 -0.2496
C 2.2201 -1.9076 -1.6483
C 3.7220 -1.6599 -1.7584
C 4.5093 -2.8428 -1.1784
C 3.6640 -3.6053 -0.1526
C 2.7865 -2.6470 0.6349
C -1.8479 0.4198 2.0395
C -2.7605 -0.0039 1.0917
H -4.6508 -1.8927 -0.3763
H -5.5703 -0.8839 0.7792
H -6.2320 -1.2273 -0.8377
H -3.7247 3.0046 -0.0955
H -2.0730 3.7517 1.5783
H -0.3649 1.3938 3.9321
H -1.0138 3.0399 3.8398
H 1.3596 3.1047 3.4536
H 0.5542 3.5273 1.9327
H 1.2983 0.7417 2.1982
H 0.0694 3.7223 -1.3585
H -0.6291 3.2285 -2.9122
H -1.6847 3.4993 -1.5227
H -2.0642 0.8073 -2.5477
H -2.5875 -1.6584 -1.9097
H -1.1237 -2.1355 -2.7682
H -1.3078 -2.5516 -1.0626
H 1.9428 -2.8496 -2.1374
H 1.6722 -1.0935 -2.1230
H 3.9330 -0.7440 -1.2038
H 3.9918 -1.4939 -2.8014
H 4.8089 -3.5280 -1.9739
H 5.4182 -2.4722 -0.7040
H 4.3092 -4.1488 0.5385
H 3.0310 -4.3393 -0.6552
H 2.2018 -3.1766 1.3931
H 3.4022 -1.9002 1.1500
H -1.3191 -0.3171 2.6237
H -2.9346 -1.0600 0.9598
*
```

Output
HOMO level	-8.077	eV
SMILES string	CSc1ccc(CCNS(=O)(=O)c2c(C)[nH]c(C)c2C(=O)N2CCCCC2)cc1
ΔE to the lowest compared entry with this formula, charge and spin	0.0	kJ/mol

---

Record 6
Below is an isolated molecule of C21H29N3O4S, with properties calculated with wB97M-V/def2-TZVPD.

Geometry as ORCA input:
```
! wB97M-V def2-TZVPD RIJCOSX def2/J DEFGRID3
* xyz 0 1
C 3.3082 0.3272 0.5070
C 1.8560 -0.0628 0.7741
C 0.9188 0.2211 -0.3985
O 1.3062 -0.5339 -1.5499
C -0.5195 -0.1675 -0.1075
C -1.4331 0.0988 -1.3063
C -1.0424 0.5813 1.1095
O -0.7102 1.7401 1.3150
N -1.8893 -0.0629 1.9408
C -2.5341 0.6423 3.0503
C -3.6250 -0.3366 3.4893
C -3.9487 -1.1424 2.2307
N -4.6362 -0.3446 1.2184
C -5.5719 0.6122 1.3657
O -6.0316 0.9999 2.4304
C -6.0822 1.1736 0.0417
N -6.8758 0.1807 -0.6576
C -8.2833 0.0571 -0.3675
S -8.9291 -1.1563 -1.5471
C -7.2801 -1.7850 -1.9273
C -6.2784 -0.7765 -1.3976
O -5.0762 -0.8593 -1.5764
C -4.7362 -2.4153 2.5090
C -6.1106 -2.3249 2.7139
C -6.8732 -3.4616 2.9402
C -6.2679 -4.7103 2.9545
C -4.9023 -4.8167 2.7436
C -4.1417 -3.6750 2.5193
C -2.5215 -1.3526 1.6931
H 3.9140 0.1714 1.3986
H 3.7567 -0.2688 -0.2915
H 3.3891 1.3818 0.2339
H 1.7997 -1.1255 1.0293
H 1.5100 0.4881 1.6532
H 0.9546 1.2911 -0.6349
H 2.2113 -0.2979 -1.7666
H -0.5152 -1.2428 0.1006
H -2.4718 -0.1685 -1.0981
H -1.4133 1.1553 -1.5793
H -1.1142 -0.4778 -2.1728
H -1.8345 0.8560 3.8553
H -2.9840 1.5683 2.6909
H -3.2472 -1.0242 4.2503
H -4.4838 0.1601 3.9350
H -4.4603 -0.6238 0.2566
H -6.6598 2.0711 0.2408
H -5.2295 1.4583 -0.5779
H -8.4564 -0.2736 0.6591
H -8.8082 1.0005 -0.5145
H -7.0887 -2.7450 -1.4475
H -7.1472 -1.9011 -3.0004
H -6.5974 -1.3562 2.7178
H -7.9385 -3.3708 3.1059
H -6.8614 -5.5991 3.1282
H -4.4283 -5.7892 2.7478
H -3.0819 -3.8040 2.3469
H -2.5315 -1.6451 0.6453
H -2.0218 -2.1124 2.2959
*
```

Output
HOMO level	-9.217	eV
SMILES string	CC[C@@H](O)[C@H](C)C(=O)N1CC[C@](NC(=O)CN2CSCC2=O)(c2ccccc2)C1
ΔE to the lowest compared entry with this formula, charge and spin	23.4	kJ/mol

---

Record 7
Below is an isolated molecule of C21H29N3O4S at a distorted geometry, with properties calculated with wB97M-V/def2-TZVPD.

Geometry as ORCA input:
```
! wB97M-V def2-TZVPD RIJCOSX def2/J DEFGRID3
* xyz 0 1
C 6.0132 -2.8902 1.9732
C 4.7982 -2.0612 1.5777
C 4.7637 -1.8350 0.0654
N 3.5090 -1.2551 -0.3759
C 3.1583 0.0657 0.0995
C 4.2619 1.0986 -0.1433
C 3.7576 2.5012 0.1732
C 2.7091 -2.0073 -1.1567
O 3.0791 -3.0449 -1.6872
C 1.3000 -1.5433 -1.3811
C 0.8194 -1.6073 -2.6468
N -0.4592 -1.3443 -3.0021
C -0.8496 -1.4421 -4.3895
C -1.3781 -1.0161 -2.0332
C -2.7129 -0.7199 -2.3586
C -3.6160 -0.4039 -1.3710
C -3.2145 -0.3792 -0.0420
S -4.4397 0.0690 1.1808
O -5.6784 -0.5730 0.8496
O -3.8957 -0.1306 2.4946
N -4.5998 1.7040 0.7990
C -5.9089 2.2732 1.0824
C -5.7398 2.9691 2.4306
C -4.3434 3.5751 2.2911
C -3.5891 2.5454 1.4315
C -1.9184 -0.6631 0.3025
C -0.9791 -0.9816 -0.6822
C 0.4063 -1.2749 -0.2633
O 0.7404 -1.2909 0.9115
H 6.0368 -3.0411 3.0495
H 6.9323 -2.3888 1.6760
H 5.9831 -3.8638 1.4899
H 4.8280 -1.1031 2.0999
H 3.8838 -2.5776 1.8742
H 4.8516 -2.7951 -0.4487
H 5.5998 -1.2019 -0.2459
H 2.2657 0.3926 -0.4373
H 2.9083 0.0270 1.1647
H 4.5791 1.0473 -1.1874
H 5.1260 0.8843 0.4861
H 4.5470 3.2333 0.0213
H 3.4279 2.5601 1.2078
H 2.9181 2.7631 -0.4673
H 1.4905 -1.8851 -3.4479
H -1.6448 -2.1795 -4.5130
H -1.1959 -0.4763 -4.7636
H 0.0072 -1.7571 -4.9807
H -3.0433 -0.7391 -3.3837
H -4.6457 -0.1833 -1.6003
H -6.1497 2.9955 0.2950
H -6.6470 1.4737 1.0804
H -5.7501 2.2238 3.2265
H -6.5094 3.7137 2.6221
H -4.4020 4.5301 1.7671
H -3.8572 3.7328 3.2509
H -2.9824 3.0233 0.6569
H -2.9450 1.9106 2.0425
H -1.6062 -0.6565 1.3357
*
```

Output
HOMO level	-8.599	eV
SMILES string	CCCN(CCC)C(=O)c1cn(C)c2ccc(S(=O)(=O)N3CCCC3)cc2c1=O
ΔE to the lowest compared entry with this formula, charge and spin	165.9	kJ/mol

---

Record 8
Below is an isolated molecule of C21H29N3O5S at a distorted geometry, with properties calculated with wB97M-V/def2-TZVPD.

Geometry as ORCA input:
```
! wB97M-V def2-TZVPD RIJCOSX def2/J DEFGRID3
* xyz 0 1
C 2.1341 4.3586 -0.8822
O 1.5599 3.4074 -0.0237
C 2.2555 2.2641 0.2301
C 3.4875 1.9414 -0.3064
C 4.1143 0.7452 0.0247
C 3.5322 -0.1321 0.9160
C 4.2050 -1.4200 1.3048
C 3.4151 -2.6412 0.8257
N 3.3908 -2.7038 -0.6289
C 2.3221 -3.5486 -1.1284
C 0.9881 -2.8125 -0.9780
O -0.0402 -3.3675 -0.6519
N 1.1225 -1.4990 -1.2798
C 0.1599 -0.4896 -1.2388
C 0.4548 0.7485 -1.8042
C -0.4590 1.7805 -1.7348
C -1.6865 1.6220 -1.0978
C -2.6521 2.7491 -0.9635
C -1.9770 0.3694 -0.5740
S -3.5529 0.1178 0.2669
O -3.4898 0.8151 1.5230
O -4.6041 0.4580 -0.6495
N -3.7189 -1.4905 0.6119
C -4.0234 -2.3936 -0.4670
C -3.1076 -2.0427 1.7909
C -1.0806 -0.6747 -0.6375
C 2.2880 0.1892 1.4595
C 1.6301 1.3554 1.1159
O 0.4002 1.7247 1.5569
C -0.3035 0.8490 2.4046
H 1.4218 5.1810 -0.9285
H 3.0883 4.7315 -0.4945
H 2.2883 3.9564 -1.8900
H 3.9808 2.6148 -0.9893
H 5.0743 0.5161 -0.4132
H 5.2107 -1.4529 0.8823
H 4.2907 -1.4746 2.3926
H 2.3805 -2.5574 1.1666
H 3.8401 -3.5555 1.2711
H 4.2931 -3.0147 -0.9741
H 2.4795 -3.7366 -2.1944
H 2.2416 -4.5199 -0.6167
H 2.0757 -1.2080 -1.4723
H 1.4118 0.8958 -2.2836
H -0.2145 2.7386 -2.1671
H -2.2502 3.6602 -1.3989
H -3.5949 2.4952 -1.4447
H -2.8678 2.9165 0.0904
H -3.1366 -2.9300 -0.8225
H -4.4429 -1.7987 -1.2742
H -4.7674 -3.1219 -0.1367
H -2.8705 -1.2116 2.4503
H -3.8150 -2.7069 2.2937
H -2.1991 -2.6117 1.5616
H -1.3226 -1.6338 -0.2189
H 1.8419 -0.4908 2.1679
H -0.3505 -0.1617 1.9875
H 0.1501 0.8121 3.4014
H -1.3164 1.2447 2.4715
*
```

Output
HOMO level	-7.922	eV
SMILES string	COc1ccc(CCNCC(=O)Nc2ccc(C)c(S(=O)(=O)N(C)C)c2)cc1OC
ΔE to the lowest compared entry with this formula, charge and spin	251.5	kJ/mol